No. 1
6
Properties=species:S:1:pos:R:3:mulliken_charge:R:1 method="wB97M-V/def2-TZVPD" charge=-1 e_above_lowest_ev=5.4363 e_lumo_ev="4.453 / 4.405" orbital_gap_ev="7.031 / 6.996" e_homo_ev="-2.58 / -2.59"
C 1.1911 0.3022 0.2116 -0.73
C -0.4633 -0.8304 1.2492 -0.15
C 0.0502 0.7686 -0.4354 0.97
O -0.9361 1.4640 -0.6839 -0.68
O 0.6938 -0.2249 -1.0808 -0.33
F -0.7077 -1.8220 0.4313 -0.08

---

No. 2
26
Properties=species:S:1:pos:R:3:mulliken_charge:R:1 method="wB97M-V/def2-TZVPD" charge=-1 e_lumo_ev=2.908 orbital_gap_ev=8.423 e_homo_ev=-5.52
O 0.5372 -1.2205 3.7772 -0.45
N 0.9107 -0.4658 2.9181 0.23
O 0.7977 -0.9575 1.6995 -0.29
Ga -0.8938 -0.7751 0.7500 0.30
P -1.4561 -3.0040 0.0891 -0.27
P 0.1140 -4.3145 0.7738 0.82
O -0.3070 -5.7212 0.9139 -0.66
O 1.2612 -4.0897 -0.3629 -0.52
O 0.9430 -3.7710 2.0278 -0.48
H -1.9518 -0.2100 1.7784 -0.25
H -0.6364 0.1110 -0.5387 -0.16
H -2.3978 -3.3785 1.0705 0.04
H 0.8794 -3.8870 -1.2211 0.32
H 0.6233 -2.9405 2.4108 0.35
C -1.2298 3.1195 -1.9121 0.17
O -1.5494 2.8619 -3.0574 -0.60
N 0.0020 2.9499 -1.3943 0.15
C 0.3004 3.2306 -0.0094 -0.89
C 1.0273 2.3736 -2.2425 -1.00
H -1.9540 3.5048 -1.1743 0.26
H 1.0941 3.9766 0.0809 0.34
H 0.6052 2.3238 0.5177 0.28
H -0.5949 3.6167 0.4764 0.28
H 1.2161 3.0067 -3.1109 0.31
H 0.7179 1.3905 -2.5986 0.33
H 1.9416 2.2696 -1.6619 0.38

---

No. 3
9
Properties=species:S:1:pos:R:3:mulliken_charge:R:1 method="wB97M-V/def2-TZVPD" e_above_lowest_ev=5.7342 e_lumo_ev=0.012 orbital_gap_ev=10.091 e_homo_ev=-10.08
C 1.2370 -0.0992 0.1623 0.08
O 1.0397 0.3884 -0.8446 -0.37
O 1.5127 -1.2862 0.5808 -0.49
O -1.6917 1.1816 -0.9072 -0.31
O -1.1835 0.7586 0.4089 -0.35
H 1.0626 0.4798 1.0832 0.39
H -1.0103 -0.1463 0.4736 0.33
H 1.7757 -2.1022 -0.3546 0.39
H -1.6581 2.1335 -0.9713 0.32

---

No. 4
62
Properties=species:S:1:pos:R:3:mulliken_charge:R:1 method="wB97M-V/def2-TZVPD" charge=-1 e_above_lowest_ev=0.0000 e_lumo_ev=2.727 orbital_gap_ev=6.871 e_homo_ev=-4.14
Pd 1.1849 -0.0050 -0.9786 0.13
C -2.8206 -0.0749 3.9418 -0.95
Si -1.7891 -1.6284 3.8305 0.18
C -2.9966 -3.0506 4.1297 -1.15
C -0.5254 -1.6257 5.2203 -1.08
C -0.8728 -2.0128 2.2291 0.46
C -0.6221 -3.3427 1.9560 -0.07
C 0.0827 -3.7346 0.8143 -1.12
C 0.5212 -2.7384 -0.0193 -0.41
N 0.3138 -1.4388 0.2167 0.24
C -0.3607 -1.0249 1.3283 -0.07
S -0.5716 0.6521 1.5657 -0.53
H -3.3825 -0.1018 4.8821 0.30
H -3.5300 -0.0031 3.1153 0.32
H -2.1964 0.8142 3.9100 0.28
H -3.5188 -2.8936 5.0772 0.31
H -2.5164 -4.0295 4.1782 0.33
H -3.7472 -3.0847 3.3360 0.32
H -0.9984 -1.4723 6.1938 0.32
H 0.1978 -0.8230 5.0599 0.33
H 0.0242 -2.5693 5.2476 0.33
H -0.9856 -4.1059 2.6359 0.20
H 0.2877 -4.7717 0.5902 0.39
H 1.0849 -2.9638 -0.9173 0.43
O 1.9365 1.4032 -2.1883 -0.85
C 0.5798 -1.8347 -4.0287 -1.31
C 0.0316 -0.4117 -4.0672 -0.75
P -0.5301 0.1619 -2.4228 0.98
C -1.0708 1.8845 -2.6999 -0.59
C -1.5759 2.2656 -4.0904 -1.16
C -2.0233 -0.8247 -2.0520 -0.32
C -3.1984 -0.7289 -3.0201 -1.34
H 0.9467 -2.1380 -5.0108 0.40
H -0.1823 -2.5571 -3.7245 0.30
H 1.4073 -1.8920 -3.3195 0.19
H -0.7669 -0.3129 -4.8074 0.50
H 0.8296 0.2886 -4.3262 0.39
H -0.1798 2.4656 -2.4494 0.36
H -1.8191 2.1024 -1.9324 0.39
H -0.7909 2.1482 -4.8373 0.29
H -1.8812 3.3140 -4.1035 0.41
H -2.4302 1.6668 -4.4085 0.24
H -2.3259 -0.5355 -1.0409 0.35
H -1.6789 -1.8586 -1.9566 0.38
H -3.5940 0.2864 -3.0618 0.26
H -4.0097 -1.3878 -2.7044 0.42
H -2.9126 -1.0186 -4.0332 0.31
S 3.1975 -0.2745 0.2332 -0.43
C 3.5475 1.4537 0.4262 0.36
N 4.4029 2.0464 -0.3214 -0.57
C 4.5925 3.4839 -0.1568 -0.57
C 4.0757 4.0596 1.1572 -0.67
C 2.6905 3.4930 1.4184 -0.45
N 2.8077 2.0497 1.4313 -0.19
H 2.8748 1.4422 -1.9445 0.27
H 4.0919 3.9840 -0.9949 0.28
H 5.6611 3.6934 -0.2645 0.31
H 4.0416 5.1518 1.1115 0.35
H 4.7349 3.7761 1.9818 0.28
H 1.9992 3.8280 0.6321 0.25
H 2.2913 3.8255 2.3784 0.37
H 1.9662 1.5296 1.6543 0.07

---

No. 5
17
Properties=species:S:1:pos:R:3:mulliken_charge:R:1 method="wB97M-V/def2-TZVPD" charge=-1 e_above_lowest_ev=2.3567 e_lumo_ev=-0.382 orbital_gap_ev=2.977 e_homo_ev=-3.36
In 2.6443 -0.5654 -0.4215 0.76
O 0.0225 -1.3763 -1.5018 -0.55
C -0.8328 -1.5570 -2.6014 -0.46
C -2.4172 -1.3244 -2.3868 -0.21
O -3.1182 -2.0102 -1.3376 -0.55
H -0.6640 -2.5596 -2.9942 0.28
H -0.5467 -1.0845 -3.5410 0.31
H -2.8384 -1.4916 -3.3782 0.25
H -2.4710 -0.2895 -2.0488 0.22
O 0.2589 -0.0339 1.8690 -0.55
C 0.8446 0.9731 2.7484 -0.53
C 1.7051 2.1897 2.2654 -0.28
O 2.4861 1.9476 1.1059 -0.75
H 1.3780 0.3001 3.4197 0.26
H 0.1434 1.3679 3.4837 0.32
H 2.3010 2.4197 3.1486 0.22
H 1.1045 3.0944 2.1706 0.24

---

Number 1: E_tot -364.4402 hartree. Number 2: E_tot -3290.0508 hartree. Number 3: E_tot -341.2745 hartree. Number 4: E_tot -2501.6530 hartree. Number 5: E_tot -647.9643 hartree.